(1)
This record from the Open Molecules 2025 dataset describes an isolated ion of composition C3H8N3O and charge +1 at a distorted geometry. The level of theory is ωB97M-V/def2-TZVPD.

energy relative to the best compared isomer or geometry (same formula, charge and spin) = 134.68 kcal/mol
total charge = +1
frontier orbital gap (alpha / beta) = 0.254 / 0.254 Ha
highest occupied orbital energy (alpha / beta) = -0.49403 / -0.49401 Ha

Each line ends with the natural charge from an NBO analysis.
CARTESIAN COORDINATES (ANGSTROEM)
C1 0.100 -0.526 -0.690  -0.0792
C2 -0.291 0.115 -1.898  0.4110
C3 0.409 -0.387 1.615  -0.1142
N1 0.173 0.210 0.346  -0.2489
N2 1.060 -1.676 1.696  -0.8402
N3 -0.857 2.488 -1.477  -0.4153
O1 -0.707 1.313 -2.114  -0.2010
H1 0.315 -1.508 -0.760  0.2051
H2 -0.259 -0.649 -2.729  0.2352
H3 -0.671 -0.470 2.101  0.2378
H4 1.103 0.222 2.274  0.2456
H5 0.563 -2.313 1.113  0.3509
H6 -1.796 2.865 -1.507  0.4120
H7 -0.437 2.379 -0.549  0.3938
H8 1.295 -2.061 2.581  0.4074

Atomic forces in eV per Å
-0.123 3.890 0.691
-0.441 0.359 -0.457
0.194 -0.535 3.422
-0.163 0.000 0.802
-0.451 0.684 -2.593
2.123 0.443 2.657
-0.649 -3.237 -2.996
0.729 -3.344 -0.126
-0.484 1.875 -0.060
1.763 0.835 -0.844
-1.456 0.257 -0.899
-0.069 -1.099 0.153
-0.291 -0.562 -0.446
-0.601 0.358 -0.067
-0.081 0.077 0.765

(2)
This record from the Open Molecules 2025 dataset describes a 2-piece molecular cluster, C5H4N2 overall. The level of theory is ωB97M-V/def2-TZVPD.

energy relative to the best compared isomer or geometry (same formula, charge and spin) = 182.18 kcal/mol
frontier orbital gap = 0.301 Ha
highest occupied orbital energy = -0.33459 Ha

Each line ends with the natural charge from an NBO analysis.
CARTESIAN COORDINATES (ANGSTROEM)
C1 2.000 0.168 -0.368  -0.1805
C2 1.584 -0.736 0.414  -0.2335
C3 0.233 -0.675 0.743  0.2915
C4 -0.806 -1.075 -0.163  -0.3115
C5 -1.149 0.141 -0.675  0.0280
N1 -0.506 1.196 -0.032  -0.3828
N2 -0.117 0.588 1.194  -0.4027
H1 0.820 0.993 -0.579  0.3225
H2 -0.987 -2.059 -0.568  0.2508
H3 -1.727 0.355 -1.566  0.2278
H4 0.656 1.104 1.600  0.3906

Atomic forces in eV per Å
-0.078 -0.498 0.403
0.129 0.491 -0.368
-0.156 0.128 -0.132
0.024 0.008 -0.027
0.043 0.001 -0.069
-0.106 -0.095 -0.129
0.269 -0.037 0.103
-0.196 -0.028 0.083
0.032 0.158 0.051
0.096 -0.054 0.130
-0.057 -0.074 -0.044

(3)
This record from the Open Molecules 2025 dataset describes an isolated molecule of C4H8O2 at a distorted geometry. The level of theory is ωB97M-V/def2-TZVPD.

energy relative to the best compared isomer or geometry (same formula, charge and spin) = 111.96 kcal/mol
frontier orbital gap = 0.385 Ha
SMILES = C[C@H]1O[C@H]1CO
highest occupied orbital energy = -0.35142 Ha

Each line ends with the natural charge from an NBO analysis.
CARTESIAN COORDINATES (ANGSTROEM)
C1 -1.769 -0.636 0.643  -0.6843
C2 -0.876 0.568 0.485  -0.0190
O1 0.683 0.486 1.257  -0.5818
C3 0.452 0.446 -0.156  -0.0108
C4 1.023 -0.835 -0.726  -0.0811
O2 2.435 -0.774 -0.774  -0.7070
H1 -1.243 -1.601 0.666  0.2244
H2 -2.434 -0.657 -0.234  0.2381
H3 -2.409 -0.559 1.526  0.2293
H4 -0.355 1.297 1.346  0.3829
H5 0.824 1.321 -0.691  0.1859
H6 0.692 -0.964 -1.760  0.1837
H7 0.682 -1.700 -0.143  0.1682
H8 2.739 -0.607 0.130  0.4714

Atomic forces in eV per Å
-0.009 0.188 0.106
1.278 -0.153 1.166
0.369 -0.820 -0.414
0.475 0.028 -0.118
-0.447 -0.077 -0.212
0.046 0.096 0.307
-0.041 0.351 0.025
0.164 0.080 0.147
0.141 0.027 -0.105
-2.099 0.223 -0.723
0.053 -0.050 0.061
-0.011 -0.008 0.038
0.087 0.171 -0.082
-0.006 -0.054 -0.197

(4)
This record from the Open Molecules 2025 dataset describes C28H56BN4P2Ti as an isolated structure. The level of theory is ωB97M-V/def2-TZVPD.

multiplicity = 2
energy relative to the best compared isomer or geometry (same formula, charge and spin) = 0.00 kcal/mol
total charge = +2
frontier orbital gap (alpha / beta) = 0.261 / 0.271 Ha
highest occupied orbital energy (alpha / beta) = -0.47331 / -0.47368 Ha

Each line ends with the Löwdin spin population.
CARTESIAN COORDINATES (ANGSTROEM)
Ti1 0.253 -0.053 0.401  1.0098
C1 -4.174 3.102 1.053  -0.0006
C2 -2.675 2.844 0.806  -0.0009
C3 -2.165 3.879 -0.200  -0.0001
C4 -1.944 3.060 2.145  0.0004
P1 -2.294 1.099 0.230  -0.0040
C5 -3.294 0.069 1.391  -0.0008
N1 -2.485 -1.024 1.851  -0.0054
B1 -1.074 -1.193 1.679  -0.0314
N2 -0.740 -2.337 2.470  -0.0059
C6 0.576 -2.838 2.746  -0.0006
P2 1.737 -2.157 1.480  -0.0028
C7 1.961 -3.595 0.297  0.0008
C8 0.546 -4.028 -0.131  0.0008
C9 2.658 -4.821 0.909  -0.0003
C10 2.767 -3.194 -0.944  0.0000
C11 3.303 -1.838 2.469  -0.0008
C12 3.074 -0.540 3.259  0.0011
C13 4.517 -1.623 1.561  0.0000
C14 3.658 -2.957 3.467  -0.0005
C15 -1.890 -2.819 3.092  -0.0016
C16 -2.066 -3.885 3.964  -0.0002
C17 -3.347 -4.123 4.432  -0.0003
C18 -4.421 -3.317 4.049  -0.0004
C19 -4.247 -2.249 3.185  -0.0001
C20 -2.965 -2.012 2.709  -0.0016
C21 -3.024 0.726 -1.453  0.0005
C22 -4.476 1.165 -1.676  -0.0004
C23 -2.180 1.379 -2.555  0.0002
C24 -2.984 -0.810 -1.587  0.0017
H1 -4.283 4.129 1.403  -0.0001
H2 -4.589 2.462 1.829  0.0000
H3 -4.781 2.999 0.162  0.0000
H4 -2.209 4.870 0.254  0.0000
H5 -2.775 3.912 -1.101  0.0000
H6 -1.126 3.698 -0.492  -0.0001
H7 -2.453 3.841 2.710  0.0000
H8 -0.931 3.440 1.992  0.0000
H9 -1.909 2.175 2.786  0.0001
H10 -4.207 -0.278 0.896  -0.0001
H11 -3.614 0.691 2.234  0.0000
H12 0.598 -3.931 2.725  -0.0001
H13 0.908 -2.536 3.746  -0.0001
H14 0.046 -4.603 0.648  0.0000
H15 0.620 -4.667 -1.011  0.0000
H16 -0.128 -3.194 -0.366  0.0005
H17 2.241 -5.116 1.870  0.0000
H18 3.728 -4.667 1.027  0.0000
H19 2.529 -5.665 0.229  0.0000
H20 2.240 -2.493 -1.592  0.0001
H21 2.950 -4.086 -1.544  0.0000
H22 3.735 -2.756 -0.711  0.0000
H23 3.207 0.324 2.604  0.0004
H24 3.827 -0.458 4.042  0.0000
H25 2.095 -0.487 3.747  0.0002
H26 4.333 -0.881 0.779  0.0000
H27 4.850 -2.546 1.090  0.0000
H28 5.345 -1.256 2.168  0.0000
H29 2.862 -3.175 4.176  0.0000
H30 4.518 -2.628 4.051  -0.0001
H31 3.940 -3.883 2.977  0.0000
H32 -1.238 -4.506 4.275  0.0000
H33 -3.520 -4.945 5.112  0.0000
H34 -5.407 -3.530 4.437  0.0000
H35 -5.083 -1.625 2.900  0.0000
H36 -4.569 2.243 -1.783  0.0000
H37 -5.145 0.832 -0.883  0.0000
H38 -4.831 0.718 -2.606  0.0000
H39 -2.256 2.464 -2.546  0.0000
H40 -2.538 1.038 -3.526  0.0000
H41 -1.117 1.140 -2.486  0.0004
H42 -3.828 -1.278 -1.082  0.0000
H43 -2.085 -1.275 -1.165  0.0010
H44 -3.051 -1.080 -2.642  0.0000
N3 0.407 -0.722 -1.738  0.0116
C25 1.540 0.006 -2.388  0.0004
C26 2.342 0.717 -1.308  0.0007
C27 1.688 2.023 -0.840  0.0008
C28 2.040 2.392 0.593  0.0004
N4 1.137 1.638 1.511  0.0144
H45 0.633 -1.713 -1.689  0.0029
H46 -0.431 -0.667 -2.308  0.0027
H47 2.152 -0.692 -2.962  -0.0001
H48 1.125 0.730 -3.093  0.0000
H49 3.361 0.924 -1.643  0.0000
H50 2.504 0.012 -0.467  0.0007
H51 0.584 1.977 -0.937  0.0003
H52 1.952 2.823 -1.536  0.0000
H53 1.954 3.464 0.778  -0.0002
H54 3.070 2.101 0.815  0.0001
H55 0.341 2.227 1.742  0.0042
H56 1.596 1.435 2.393  0.0025

Atomic forces in eV per Å
0.272 0.203 -0.257
0.098 -0.086 0.019
-0.189 0.114 0.007
0.054 -0.046 -0.044
0.051 -0.015 0.032
0.163 0.004 -0.037
-0.203 0.117 -0.013
0.089 -0.010 0.008
-0.425 -0.364 0.320
-0.045 0.078 0.000
0.157 -0.100 0.098
0.085 0.071 -0.073
0.003 -0.198 0.009
-0.067 0.081 0.013
-0.035 0.073 0.051
-0.068 0.142 -0.063
0.117 -0.163 0.166
-0.117 0.017 -0.029
-0.039 0.019 -0.113
-0.113 0.039 -0.080
0.092 -0.095 0.059
-0.023 0.034 -0.024
-0.010 -0.001 0.000
-0.011 -0.007 0.006
0.034 -0.021 -0.004
-0.109 0.060 0.005
-0.135 0.012 -0.064
0.022 0.003 0.108
0.141 0.000 0.054
0.111 -0.067 0.042
0.002 0.049 -0.003
-0.015 -0.038 0.028
-0.019 -0.036 -0.099
-0.005 0.029 0.024
-0.030 -0.007 -0.018
0.016 -0.007 -0.007
-0.025 0.013 0.017
0.026 -0.020 -0.032
-0.011 -0.033 -0.012
0.052 0.012 0.015
0.037 -0.040 -0.048
0.026 0.021 -0.004
-0.001 0.010 -0.058
-0.012 -0.020 0.034
0.001 -0.038 -0.026
0.102 -0.002 -0.031
-0.030 0.001 0.035
0.031 0.035 0.004
-0.015 -0.009 -0.031
0.062 -0.006 0.030
-0.006 -0.035 -0.022
0.027 -0.014 0.046
-0.029 0.037 -0.020
0.042 0.008 0.028
0.019 -0.039 -0.027
-0.018 0.008 -0.009
-0.007 -0.027 -0.003
0.032 0.018 0.023
-0.072 0.022 0.032
0.044 0.022 0.002
-0.011 -0.014 -0.031
0.028 -0.024 0.014
-0.004 -0.024 0.021
-0.023 -0.007 0.012
-0.028 0.022 -0.011
0.016 0.057 0.010
-0.010 -0.007 0.040
-0.010 -0.019 -0.034
-0.041 0.012 0.009
-0.003 -0.020 -0.050
-0.010 0.019 0.024
-0.024 0.005 0.032
-0.061 0.072 -0.033
-0.024 -0.018 -0.036
0.060 0.042 0.005
-0.079 -0.076 -0.093
0.159 -0.040 0.042
-0.093 0.125 -0.225
0.110 0.058 0.179
-0.028 0.064 -0.034
-0.057 0.037 -0.017
0.010 0.023 0.024
-0.004 0.084 0.059
0.073 -0.038 0.023
-0.048 0.025 -0.042
-0.079 0.010 0.033
-0.012 -0.050 0.053
0.060 -0.030 0.065
0.004 -0.078 -0.066
-0.054 0.080 -0.043
0.045 -0.050 0.033
0.013 -0.048 -0.026